{"formula": "C33H36AuN7O4S2", "method": "ωB97M-V/def2-TZVPD", "lumo_energy_ev": [-6.39, -6.74], "spin_multiplicity": 3, "homo_lumo_gap_ev": [5.71, 5.37], "charge": 2, "e_homo_ev": [-12.10, -12.11], "species": ["Au", "C", "C", "C", "C", "C", "N", "C", "C", "C", "N", "C", "C", "C", "C", "C", "C", "C", "C", "N", "C", "C", "C", "N", "C", "C", "C", "C", "O", "C", "O", "H", "H", "H", "H", "H", "H", "H", "H", "H", "H", "H", "H", "H", "H", "H", "H", "H", "H", "H", "H", "H", "H", "H", "H", "H", "H", "H", "H", "N", "C", "C", "C", "C", "C", "C", "S", "O", "O", "N", "C", "S", "C", "C", "N", "H", "H", "H", "H", "H", "H", "H", "H"], "positions_angstrom": [[1.827502, -1.058308, -2.034710], [-4.532575, -1.868394, -4.942211], [-3.266814, -1.428285, -4.322180], [-2.771990, -0.161943, -4.576854], [-1.643823, 0.380986, -3.894970], [-1.318106, 1.745922, -4.135288], [-0.903432, 2.644964, -3.238259], [-1.633832, 2.880500, -1.975875], [-1.208473, 4.155329, -1.309936], [0.337491, 4.365549, -1.310410], [1.031330, 3.200905, -0.764490], [1.899609, 3.219762, 0.250409], [2.951542, 2.281856, 0.443562], [3.650488, 2.411443, 1.633697], [4.646277, 1.514685, 2.003195], [5.440579, 1.737698, 3.260581], [4.841283, 0.373062, 1.232475], [4.105608, 0.131971, 0.068254], [4.303765, -1.202784, -0.456819], [3.568735, -1.837308, -1.372918], [3.982354, -3.240172, -1.638071], [2.867902, -4.105964, -2.200239], [1.524904, -3.932890, -1.494708], [0.800135, -2.755682, -1.996032], [-0.469653, -2.859929, -2.380233], [-1.236503, -1.866906, -3.009760], [-2.456783, -2.261909, -3.596928], [-0.877586, -0.490256, -3.033037], [0.093765, 0.013247, -2.336609], [3.143000, 1.108864, -0.391921], [2.449590, 1.004106, -1.469991], [-4.921604, -1.062927, -5.551150], [-5.288382, -1.996919, -4.179842], [-4.410091, -2.897828, -5.411433], [-3.411089, 0.540635, -5.088153], [-1.524904, 2.030762, -5.198305], [-0.389754, 3.442754, -3.567145], [-1.432385, 2.027921, -1.280343], [-2.716269, 2.990039, -2.259372], [-1.527938, 4.083398, -0.253787], [-1.713465, 5.033958, -1.760002], [0.615898, 5.256062, -0.693720], [0.684508, 4.610829, -2.320527], [1.069806, 2.353239, -1.364856], [1.811062, 4.014962, 1.006769], [3.310148, 3.167168, 2.302558], [6.526237, 1.681459, 3.080431], [5.176540, 0.987510, 4.018310], [5.239946, 2.725566, 3.662804], [5.649600, -0.313935, 1.528521], [5.233312, -1.701206, -0.060131], [4.424461, -3.595340, -0.674266], [4.824064, -3.148864, -2.375523], [3.136268, -5.157678, -2.043040], [2.737184, -3.969062, -3.276145], [1.549115, -3.812999, -0.403117], [0.896399, -4.810788, -1.742230], [-0.942834, -3.854856, -2.240553], [-2.693977, -3.290234, -3.416631], [-5.281782, -1.727119, 5.672699], [-4.555426, -0.866613, 4.904063], [-4.719310, -0.911122, 3.493703], [-3.902422, -0.116998, 2.729415], [-2.987207, 0.747015, 3.312544], [-2.838988, 0.856319, 4.690347], [-3.733796, 0.123648, 5.471806], [-1.861486, 1.529656, 2.236979], [-2.589997, 2.073715, 1.116842], [-0.986361, 2.426553, 2.955024], [-1.060724, 0.277342, 1.552795], [-0.130180, -0.377604, 2.182120], [0.666591, 0.228186, 3.712547], [1.446792, -1.214132, 3.913505], [1.248322, -2.007783, 2.794513], [0.423883, -1.552837, 1.901027], [-5.404471, -2.673096, 5.276387], [-5.111396, -1.755394, 6.675080], [-5.510223, -1.582135, 3.193768], [-4.054081, -0.216228, 1.620684], [-2.062723, 1.513944, 5.126632], [-3.684761, 0.205761, 6.562452], [1.946671, -1.453875, 4.862630], [1.684931, -2.960948, 2.593590]], "forces_ev_per_a": [[0.40, 2.15, 0.49], [-0.35, -1.39, 0.09], [0.50, 0.83, -0.89], [0.08, 0.42, 1.10], [-0.65, -0.42, 0.32], [-0.21, -0.06, -0.31], [-0.33, -0.73, -1.22], [-0.51, -1.35, 0.64], [0.79, 0.99, 0.65], [-1.04, 0.90, 1.09], [1.36, -0.41, 0.22], [-0.73, -0.07, -1.32], [-1.02, -0.81, -0.20], [0.70, -1.17, 0.11], [-0.05, 0.45, 0.50], [0.26, -0.23, 0.13], [0.29, 0.74, -0.25], [-0.24, -0.34, 0.10], [-0.68, -0.78, -2.10], [2.80, 0.54, 2.52], [1.40, 0.78, -0.18], [-0.04, -0.31, 0.81], [-1.31, -0.28, -0.39], [-3.48, -1.93, -1.07], [3.12, -1.48, 1.40], [-1.35, 1.06, -0.70], [1.58, -0.15, 1.06], [0.55, 1.23, 0.48], [-1.24, 0.10, -0.99], [-0.14, 0.27, -0.32], [0.51, -0.21, 0.53], [-0.03, -0.36, -0.74], [-0.25, -0.17, 0.39], [-0.31, 1.58, 0.05], [0.04, 0.03, -0.58], [0.82, 0.30, 0.87], [-0.36, 0.39, -0.63], [-0.58, 0.51, -0.60], [0.95, -0.57, 0.59], [-0.06, 0.07, -0.51], [0.43, -0.39, 0.20], [-0.37, -0.72, -0.43], [0.34, -0.35, 0.17], [0.34, 0.51, 0.41], [-0.02, -0.07, -0.66], [0.27, 0.71, 0.49], [-0.39, -0.07, 0.02], [0.16, 0.21, -0.09], [-0.03, 0.05, 0.13], [-0.58, 0.16, -0.11], [-1.16, 0.14, -0.33], [-0.52, -0.26, -0.87], [-0.68, -0.42, 0.56], [0.19, 0.21, -0.17], [0.01, 0.11, 0.10], [0.45, -0.25, -0.19], [0.32, 0.24, 0.36], [0.29, 0.53, -0.18], [-0.50, -0.50, -0.19], [-0.18, -1.32, 0.29], [0.02, 0.86, -0.37], [0.50, 0.09, 1.76], [-1.35, -0.87, -1.82], [1.07, 0.06, -0.24], [-0.57, 0.05, 0.31], [0.87, -0.22, 0.50], [-1.05, 1.28, -0.64], [0.20, 0.07, 0.13], [0.20, -0.47, 0.08], [1.07, -1.68, -0.04], [0.29, 1.51, 1.22], [-0.84, 1.14, 0.54], [0.62, -0.17, 1.01], [0.08, -0.54, 0.04], [-0.86, -0.56, -2.25], [-0.11, 1.02, 0.40], [0.03, 0.13, -0.45], [0.17, 0.04, -0.82], [0.55, 0.52, 1.17], [-0.74, -0.42, -0.29], [0.00, -0.04, -0.38], [-0.01, 0.09, -0.78], [0.34, -0.51, 0.29]]}